Record 1
46
Properties=species:S:1:pos:R:3:lowdin_charge:R:1 method="wB97M-V/def2-TZVPD" homo_lumo_gap_ev="6.35 / 5.23" energy_ev=-305876.8982 largest_force_ha_per_bohr=0.01811 charge=-1 spin_multiplicity=4 lumo_ev="2.0694 / 0.9379"
Pt -0.47 0.27 0.82 0.7985
S -0.57 1.28 -2.35 0.5699
C -0.08 0.89 -0.92 -0.9468
Se 2.73 -0.47 4.82 -0.2339
Sb 0.46 0.44 4.75 -0.3278
Se -1.39 -0.95 5.52 -0.2137
Se 0.51 2.38 6.34 0.0207
Se 0.01 1.85 2.62 0.0118
C -2.99 -3.05 -1.49 -0.0948
N -3.22 -3.32 -0.08 -0.2651
C -2.74 -4.64 0.28 -0.1114
C -2.59 -2.30 0.75 -0.1815
C -3.25 -0.94 0.65 -0.2338
C -4.64 -0.86 0.61 -0.0519
C -5.29 0.36 0.56 -0.0981
C -4.55 1.53 0.54 -0.0997
C -3.16 1.47 0.58 -0.1368
C -2.50 0.24 0.64 -0.2771
H -3.56 -3.75 -2.11 0.0806
H -1.92 -3.15 -1.76 0.0814
H -3.31 -2.04 -1.73 0.0856
H -3.25 -5.40 -0.32 0.0793
H -2.94 -4.83 1.33 0.0845
H -1.65 -4.76 0.11 0.0742
H -1.54 -2.19 0.49 0.0729
H -2.64 -2.63 1.79 0.1336
H -5.21 -1.79 0.62 0.1090
H -6.38 0.40 0.54 0.0933
H -5.04 2.50 0.50 0.0959
H -2.59 2.38 0.57 0.0799
C 0.74 -3.93 3.55 0.0080
N 0.94 -3.64 2.11 -0.0154
C 1.37 -4.56 1.22 -0.0548
C 1.56 -4.26 -0.09 -0.0154
C 1.32 -2.90 -0.48 -0.3835
N 0.88 -2.02 0.39 0.1368
C 0.63 -2.36 1.68 -0.5338
O 0.10 -1.58 2.46 -0.1557
N 1.54 -2.48 -1.74 0.1739
H 0.91 -4.99 3.72 0.0874
H -0.27 -3.64 3.84 0.0727
H 1.42 -3.32 4.14 0.0617
H 1.53 -5.55 1.61 0.1297
H 1.87 -5.01 -0.80 0.1023
H 1.79 -3.12 -2.46 0.1005
H 1.29 -1.53 -1.97 0.0869

---

Record 2
105
Properties=species:S:1:pos:R:3:lowdin_charge:R:1 method="wB97M-V/def2-TZVPD" homo_lumo_gap_ev=7.67 energy_ev=-158267.2374 largest_force_ha_per_bohr=0.01136 charge=-1 spin_multiplicity=1 lumo_ev=2.5336
Cd -0.40 -0.72 0.01 1.2643
C 4.30 -1.27 -0.86 -0.0691
C 3.21 -1.11 0.01 -0.1557
N 2.06 -1.16 -0.66 0.0157
N 2.38 -1.37 -1.95 -0.0446
C 3.72 -1.43 -2.10 -0.1018
B 1.32 -1.46 -3.07 -0.5393
N 0.63 -0.08 -3.19 -0.0408
C 0.82 0.84 -4.16 -0.0981
C 0.09 1.97 -3.83 -0.0721
C -0.52 1.64 -2.61 -0.1885
N -0.19 0.41 -2.24 -0.0063
N 0.30 -2.55 -2.72 -0.0430
C -0.09 -3.58 -3.50 -0.0968
C -1.00 -4.34 -2.79 -0.0761
C -1.11 -3.68 -1.56 -0.1678
N -0.32 -2.61 -1.53 -0.0205
H 5.35 -1.28 -0.61 0.0830
H 3.22 -0.98 1.08 0.0895
H 4.16 -1.59 -3.07 0.1096
H 1.85 -1.72 -4.11 0.1126
H 1.44 0.63 -5.01 0.1098
H 0.02 2.89 -4.38 0.0856
H -1.18 2.23 -2.00 0.0726
H 0.31 -3.71 -4.49 0.1096
H -1.51 -5.23 -3.12 0.0811
H -1.72 -3.92 -0.70 0.1013
N 1.76 2.14 -0.80 0.1184
C 1.47 3.46 -0.61 -0.3306
C 2.22 4.44 -1.29 -0.0469
C 1.94 5.78 -1.17 -0.1080
C 0.89 6.20 -0.36 -0.1135
C 0.13 5.25 0.31 -0.1037
C 0.39 3.89 0.21 -0.3019
P -0.72 2.63 1.00 1.1073
C -0.26 2.73 2.77 -0.3927
C -0.92 1.82 3.61 -0.1048
C -0.66 1.79 4.97 -0.0807
C 0.29 2.66 5.51 -0.0905
C 0.95 3.55 4.68 -0.0858
C 0.68 3.59 3.32 -0.0858
C -2.31 3.58 1.07 -0.3588
C -2.73 4.36 2.15 -0.0954
C -3.96 5.01 2.12 -0.0909
C -4.79 4.89 1.02 -0.1003
C -4.39 4.11 -0.05 -0.0851
C -3.17 3.46 -0.02 -0.0964
H 1.46 1.46 -0.12 0.0147
H 2.58 1.90 -1.33 0.1030
H 3.04 4.10 -1.93 0.1047
H 2.54 6.50 -1.71 0.0959
H 0.66 7.26 -0.26 0.0908
H -0.70 5.59 0.92 0.0962
H -1.64 1.13 3.17 0.0986
H -1.18 1.08 5.59 0.0817
H 0.51 2.63 6.57 0.0969
H 1.70 4.21 5.10 0.1000
H 1.21 4.28 2.68 0.1010
H -2.09 4.47 3.01 0.1002
H -4.26 5.61 2.98 0.0972
H -5.76 5.38 1.01 0.0955
H -5.05 3.99 -0.91 0.1015
H -2.89 2.82 -0.86 0.0827
C -2.49 -2.60 4.67 -0.0858
C -1.13 -3.26 4.88 -0.2713
N -0.03 -2.30 4.81 -0.1323
C 0.66 -2.04 6.06 -0.2132
C -0.23 -1.44 7.15 -0.0785
C 0.45 -1.84 3.61 -0.7555
S -0.15 -2.51 2.17 0.5816
N 1.42 -0.92 3.72 0.0784
C 1.76 -0.01 2.82 -0.4949
O 1.14 0.33 1.78 -0.1753
C 3.01 0.76 3.21 -0.1341
C 3.61 0.57 4.45 -0.0297
C 4.71 1.32 4.83 -0.0917
C 5.23 2.28 3.97 -0.1036
C 4.64 2.47 2.73 -0.0814
C 3.54 1.72 2.36 -0.0314
H -3.29 -3.35 4.73 0.0735
H -2.53 -2.13 3.69 0.0267
H -2.67 -1.84 5.44 0.0650
H -0.98 -4.03 4.12 0.0726
H -1.09 -3.73 5.86 0.1049
H 1.47 -1.35 5.84 0.0827
H 1.09 -2.98 6.43 0.1196
H -0.68 -0.51 6.80 0.0478
H 0.38 -1.23 8.03 0.0717
H -1.03 -2.12 7.44 0.0636
H 3.20 -0.17 5.13 0.0913
H 5.16 1.17 5.81 0.0945
H 6.08 2.88 4.27 0.0932
H 5.03 3.22 2.05 0.0991
H 3.08 1.88 1.40 0.0901
Br -7.29 -0.85 -0.53 0.6456
C -5.38 -0.77 -0.33 -0.7060
C -4.84 -0.67 0.94 -0.1563
C -3.45 -0.61 1.06 -0.1748
C -2.59 -0.66 -0.03 -0.2800
C -3.20 -0.77 -1.29 -0.1809
C -4.58 -0.83 -1.45 -0.1567
H -5.48 -0.63 1.81 0.0899
H -3.05 -0.53 2.07 0.0553
H -2.58 -0.81 -2.18 0.0689
H -5.02 -0.92 -2.44 0.0891

---

Record 3
11
Properties=species:S:1:pos:R:3:lowdin_charge:R:1 method="wB97M-V/def2-TZVPD" homo_lumo_gap_ev=9.65 relative_energy_ev=4.623 energy_ev=-10247.6416 largest_force_ha_per_bohr=0.11042 charge=0 spin_multiplicity=1 lumo_ev=0.3145
C 0.45 -0.06 0.88 -0.2759
C 0.64 1.37 0.27 -0.0561
C -0.46 -0.64 -0.27 -0.3564
H 1.38 -1.69 0.03 0.2708
H -0.17 -0.07 1.74 0.1398
H 1.27 2.19 0.47 0.0913
H -2.04 0.67 -1.35 0.1831
N -0.45 1.66 -0.40 0.0007
N -1.19 0.57 -0.70 0.0061
O 1.59 -0.90 1.01 -0.1109
O -0.68 -1.68 -0.82 0.1074

---

Record 4
12
Properties=species:S:1:pos:R:3:lowdin_charge:R:1 method="wB97M-V/def2-TZVPD" homo_lumo_gap_ev="7.88 / 7.88" relative_energy_ev=5.041 energy_ev=-9809.2733 largest_force_ha_per_bohr=0.01077 charge=0 spin_multiplicity=1 lumo_ev="0.2423 / 0.2423"
O 0.55 0.79 -1.83 0.1419
C 0.34 -0.07 -0.83 -0.3332
N -0.90 -0.56 -0.61 0.0883
C -1.12 -0.13 0.78 -0.1648
C 0.30 0.11 1.40 -0.0614
O 0.96 -1.17 1.15 -0.0617
C 1.29 -0.25 0.17 -0.2630
H -1.60 -0.34 -1.31 0.1440
H -1.64 -0.87 1.40 0.1107
H -1.69 0.81 0.75 0.1121
H 1.27 1.37 -1.52 0.1397
H 2.31 0.10 0.04 0.1475